# C6H7NO

One molecule with the formula C6H7NO (ωB97M-V with the def2-TZVPD basis set, the Open Molecules 2025 dataset).

Last column: Mulliken charge in e.
Positions of all 15 atoms, in Å:
C: -1.077 1.579 2.437  0.5609
C: -0.627 0.725 1.775  -1.3323
C: -0.032 -0.392 0.961  0.2507
O: -1.085 -0.764 0.003  -0.4023
C: -0.771 -0.837 -1.359  -0.3863
C: 0.442 0.351 -1.234  -0.0727
N: 1.910 0.667 -0.974  -0.4983
C: 1.036 -0.210 -0.010  0.0903
H: -1.420 2.331 3.312  0.3653
H: 0.314 -1.100 1.728  0.3031
H: -1.868 -0.634 -1.909  0.2059
H: -0.438 -1.837 -1.770  0.2289
H: -0.086 1.480 -1.199  0.2240
H: 2.637 0.008 -1.504  0.2850
H: 1.066 -1.368 -0.257  0.1779

Summary:
Calculated total energy   -362.49971 a.u.
Relative energy (zero: lowest compared OMol25 entry of this formula, charge and spin)   823.82 kJ/mol
Gap between HOMO and LUMO   10.461 eV
LUMO energy   0.82 eV
2S+1   1